28
Properties=species:S:1:pos:R:3:forces:R:3 method="wB97M-V/def2-TZVPD" s_squared=0.77 charge=+2 e_lumo_ha="-0.3202 / -0.3072" e_tot_ev=-52552.6692 gap_ev="9.1 / 9.4" spin_multiplicity=2
H 0.7535 1.3653 -1.6496 0.01 -0.01 0.03
C 1.7907 0.9504 1.0890 -0.03 -0.02 0.02
F -3.7820 -1.1162 0.9787 0.03 0.06 -0.08
H 2.0951 1.3030 0.1053 0.00 0.00 -0.01
H -0.7168 2.0926 -2.2296 -0.03 -0.01 0.00
H -1.3803 2.7906 0.0453 -0.01 0.01 0.01
F -2.6390 -2.6476 2.0460 -0.02 0.01 -0.01
H 2.8808 -0.8932 0.9423 0.01 0.00 -0.01
S 0.0945 1.5808 1.4099 0.02 0.06 0.03
Ti -1.0996 -0.4834 0.7958 -0.42 -0.11 0.25
H -1.8901 0.2998 -1.6640 -0.01 0.00 0.00
C -0.3640 2.4382 -0.1423 0.01 -0.05 0.00
F -2.9873 -0.7020 2.9776 -0.05 -0.01 0.00
N 0.8410 -1.2872 0.4328 0.25 -0.06 -0.04
C -0.2446 -0.9230 -1.8054 0.10 0.05 0.06
H -0.0216 -0.7448 -2.8585 -0.07 0.02 -0.02
C -0.2822 1.5613 -1.3823 -0.01 0.02 -0.01
H 1.7972 -0.4285 -1.2504 -0.02 0.03 0.01
H 0.9072 -2.2705 0.6992 -0.01 -0.01 -0.01
H 1.4892 -2.1311 -1.4299 -0.03 -0.03 0.03
C -2.7466 -1.3350 1.8250 0.26 0.05 0.03
H -0.9129 -1.7901 -1.7656 -0.02 -0.01 0.00
C 1.0582 -1.2027 -1.0570 0.00 0.00 -0.01
C 1.8829 -0.5619 1.2371 -0.01 0.00 -0.04
H 1.7428 -0.8505 2.2796 -0.03 0.00 0.01
N -0.9831 0.2438 -1.2000 0.05 0.02 -0.24
H 2.4485 1.4224 1.8172 0.00 0.01 0.00
H 0.2684 3.3195 -0.2460 0.00 0.00 0.00

9
Properties=species:S:1:pos:R:3:forces:R:3 method="wB97M-V/def2-TZVPD" charge=0 e_lumo_ha=0.0140 e_tot_ev=-89736.1910 gap_ev=9.9 spin_multiplicity=1
H 1.7433 0.8831 0.1416 -0.20 -0.65 1.34
P -0.9118 1.2993 -0.6391 1.02 -1.97 0.32
H -0.1124 0.5731 -1.5447 0.37 1.15 -0.83
Br -0.0025 -1.8416 -0.7085 0.13 -0.29 -0.37
H -1.2252 -0.6267 0.9654 0.70 0.37 0.11
P 1.1556 0.3158 1.4023 -1.38 0.91 -1.96
H 1.6770 -0.9256 1.2549 1.16 -1.05 0.08
C -0.3614 -0.2941 0.3610 -0.91 1.57 1.45
H -1.9627 0.6168 -1.2331 -0.89 -0.04 -0.14

8
Properties=species:S:1:pos:R:3:forces:R:3 method="wB97M-V/def2-TZVPD" charge=0 e_lumo_ha=-0.0239 e_tot_ev=-15805.9726 gap_ev=8.8 spin_multiplicity=1
O -2.0908 -1.2408 0.6598 1.80 -0.80 2.06
O 0.0642 1.8433 -0.2666 0.71 -0.69 0.42
F -2.1644 0.3385 -0.7863 0.26 0.33 -0.14
F 3.0744 0.1286 0.0976 -1.87 0.34 -0.16
C 1.7091 0.0256 0.0492 1.50 -1.77 0.75
F 1.3142 -1.2203 0.4209 0.18 0.85 -0.34
N -2.7381 -0.8688 -0.1539 -2.16 0.36 -1.93
C 0.8314 0.9939 -0.0206 -0.41 1.39 -0.65

138
Properties=species:S:1:pos:R:3:forces:R:3 method="wB97M-V/def2-TZVPD" charge=+1 e_lumo_ha=-0.1562 e_tot_ev=-165730.2123 gap_ev=6.7 spin_multiplicity=1
C -8.2230 -3.4926 1.2602 -0.06 -0.02 -0.03
H 2.0635 -4.9202 -0.4401 0.03 0.09 0.01
H 7.4781 0.9314 -9.3840 0.04 -0.09 0.03
C -15.0697 5.2913 7.3014 0.01 0.08 0.03
H 6.4834 0.9210 -3.7135 -0.01 0.01 -0.01
P 3.2753 0.1743 -0.9385 0.07 0.05 -0.01
H -8.9161 1.6385 6.1556 0.26 0.01 0.16
N -9.4256 1.3150 6.9731 -0.37 -0.04 -0.33
H 3.5215 3.0978 0.4995 -0.03 -0.02 -0.01
O 0.2136 -5.6750 0.1483 0.02 -0.02 0.03
H 9.2730 0.5515 -3.6884 -0.02 0.01 -0.03
H 9.2653 6.3433 -8.4971 0.01 -0.02 -0.02
H 2.2556 2.0957 -3.6317 -0.03 -0.04 0.01
C 5.9651 6.4859 -9.0075 -0.09 -0.03 0.08
C -15.1238 0.9337 8.3808 -0.02 -0.11 0.07
H -9.9768 -1.7843 7.5819 0.09 0.01 -0.14
H 4.9562 0.2116 -4.2647 -0.01 -0.02 -0.05
O 12.2380 2.2988 0.0945 -0.06 0.02 -0.01
H -9.1665 1.8923 7.7695 -0.01 0.02 -0.02
H 9.0655 -1.1997 -3.4687 -0.04 -0.03 -0.05
C 12.8677 -1.0153 0.7360 0.05 -0.10 0.04
C -9.1825 -0.0306 7.2218 0.21 0.03 0.05
O -16.2272 1.8379 8.4261 -0.03 -0.05 -0.11
O 13.9116 0.9393 -1.2974 0.06 -0.01 0.13
C 1.0077 -4.6618 -0.5074 -0.60 -0.88 0.43
O 8.9008 -0.5541 -5.4266 -0.08 0.01 0.03
C -1.1665 -9.1832 -0.0075 -0.07 -0.09 -0.04
P -5.6749 -3.5198 1.5959 0.03 -0.11 0.03
H -2.6033 -2.4330 1.8575 -0.02 0.01 -0.02
C 9.3795 7.2639 -9.0714 0.03 -0.03 0.08
C -7.5882 -1.5158 6.2676 -0.19 0.03 -0.08
H -3.3207 -4.1354 -0.2557 -0.01 0.01 0.01
H 4.9166 6.2258 -9.1341 0.00 0.01 -0.03
H 6.3017 -0.8490 -3.8208 0.00 0.01 0.01
H -8.1201 -4.3271 0.5674 0.00 0.00 0.00
O -0.7235 -7.8980 0.4543 -0.01 0.05 0.01
C 11.6584 2.1387 -2.9987 0.03 0.10 -0.24
H 2.3489 -2.0042 -2.3872 -0.01 0.02 0.00
C 2.7021 2.0490 -2.6425 0.05 0.05 -0.05
H 0.7972 -3.7499 0.0376 -0.12 -0.10 0.15
H -3.3663 -1.8072 3.3325 -0.02 0.02 -0.02
H -17.9255 5.8859 9.1026 0.00 -0.03 -0.03
H 9.6700 5.7084 -12.8338 0.00 0.01 0.01
P -11.9785 -0.2300 7.3651 -0.62 1.48 1.23
C 6.0369 0.1030 -4.2797 -0.02 0.02 0.12
H 13.0233 3.5027 1.5438 -0.03 0.01 -0.03
H 13.9045 -0.7167 0.5881 -0.01 0.01 -0.06
H 2.1386 -9.2973 -0.4833 0.01 0.03 -0.01
H 3.7858 2.1352 -2.7356 0.00 -0.03 -0.01
H -7.3053 -1.1044 5.3056 -0.56 0.10 -0.11
H 8.7582 8.0514 -8.6431 -0.01 -0.01 -0.01
O -12.3302 -0.2955 5.7986 0.23 -0.47 0.07
H -4.2610 -5.5156 -0.8511 -0.07 0.03 -0.02
H -0.9435 -9.9257 0.7568 0.01 0.03 0.02
H -14.3244 1.3375 7.7557 0.00 0.03 0.00
O -7.0101 -2.7281 1.3235 -0.01 0.13 0.01
O -15.3806 3.8958 7.3959 0.04 -0.07 -0.04
H 14.0309 2.0989 1.1447 0.00 0.02 -0.03
H 1.8142 -2.9643 -0.9834 0.56 0.82 -0.40
O 4.6577 -0.0389 -1.3746 0.07 0.09 -0.07
H 8.5152 5.8740 -14.1729 -0.05 0.05 0.02
H 8.4426 4.4463 -13.1140 0.01 0.00 0.04
O 8.2690 1.9396 -5.4755 -0.02 -0.02 0.12
H 6.4425 1.5560 -8.0849 0.00 -0.02 0.01
O 8.0464 0.3477 -7.5087 -0.02 -0.07 -0.06
H 4.8817 2.1037 -0.0841 0.00 -0.07 0.00
O 6.5106 6.7806 -10.2998 0.03 0.02 -0.01
C -7.6596 -2.8212 6.4698 -0.18 -0.01 -0.01
H -14.6439 5.6622 8.2346 0.02 -0.03 0.00
H -7.6297 -3.2437 7.4701 -0.52 -0.05 -0.03
C 2.5566 -2.2605 -1.3480 0.06 0.03 -0.07
C -4.1242 -4.8326 -0.0183 0.14 -0.08 0.02
H -8.4804 -3.8684 2.2497 0.04 -0.04 0.00
O 7.7088 6.2274 -12.3353 -0.01 0.05 -0.05
O 6.4652 0.1226 -5.6469 -0.05 0.01 -0.04
H 6.4854 5.6541 -8.5344 0.01 -0.03 -0.05
O 0.5889 -7.4212 -1.7139 0.02 -0.13 0.02
O 9.0257 7.0633 -10.4429 0.02 0.02 -0.06
H 12.5969 -0.9074 1.7855 -0.03 0.02 -0.01
O 1.7774 -7.5247 0.5615 0.02 0.10 0.03
H -16.6691 5.4093 10.2755 0.02 -0.07 0.01
O 2.3318 0.7951 -2.0582 -0.05 -0.05 -0.01
H 8.0622 2.2509 -8.3526 -0.02 0.01 0.02
H -12.5428 0.5969 5.4898 0.03 -0.10 -0.14
H -3.8684 -5.4046 0.8742 -0.03 -0.01 0.00
H 11.9424 3.1146 -2.6061 0.00 -0.03 0.08
C -17.5777 5.0951 9.7644 -0.07 0.09 0.10
H 12.5360 1.8898 2.1022 0.00 -0.01 -0.01
H -3.4135 -3.5476 2.9872 -0.06 0.00 0.01
H 12.4454 1.7644 -3.6512 0.04 0.00 0.05
P 12.5247 1.0411 -0.8376 0.06 -0.03 -0.07
P 0.4760 -7.1689 -0.2756 -0.03 -0.06 -0.11
H -18.3458 4.8768 10.5014 -0.01 -0.04 -0.02
H -7.7712 -0.9713 8.2135 0.20 -0.01 -0.05
C 13.0070 2.4462 1.2906 0.08 0.01 0.04
H -2.2420 -9.1360 -0.1613 0.00 0.03 0.01
C -3.4388 -2.5531 2.5444 0.10 0.01 0.06
O -4.6624 -2.3283 1.8259 -0.06 0.03 0.02
H 1.7787 -9.4751 1.2590 -0.02 0.01 0.00
H 10.7371 2.2371 -3.5661 -0.05 -0.04 0.06
C 9.4744 -0.4271 -4.1179 0.17 -0.06 0.14
H 2.3141 2.8666 -2.0340 0.01 -0.01 0.01
H -15.9708 5.8519 7.0530 -0.01 -0.01 0.01
H 12.7504 -2.0547 0.4387 -0.03 0.01 -0.02
C 4.0356 2.1433 0.6002 0.09 0.07 0.07
H 3.5520 -2.6958 -1.2708 0.02 0.04 -0.01
O -5.7273 -4.5138 2.6745 0.06 0.03 0.04
H -7.7865 -3.4788 5.6200 0.88 -0.19 0.03
O 3.1001 1.0854 0.3405 -0.04 -0.01 -0.02
P 7.9513 0.5910 -5.9621 0.07 0.08 -0.05
H 0.6979 -4.5822 -1.5482 0.05 0.04 -0.02
C 7.4697 1.3388 -8.3780 0.00 0.17 -0.07
C 2.2808 -8.8647 0.5077 0.04 -0.07 -0.05
H -0.6833 -9.4578 -0.9439 0.00 0.06 -0.02
N -12.7588 -1.5911 7.9702 1.19 -0.45 -0.87
N -10.1920 -0.8018 7.4092 -0.06 -0.41 -0.43
H 3.3432 -8.8254 0.7296 0.00 0.04 0.01
H -12.2846 -1.8942 8.8193 -0.50 0.04 0.26
H -14.7447 0.7547 9.3865 0.05 0.04 -0.01
N -7.8560 -0.5321 7.2960 0.33 -0.02 0.26
H -12.7535 -2.3799 7.3208 -0.32 -0.02 0.08
H -14.3422 5.4145 6.5038 -0.01 -0.04 -0.02
O -17.3579 3.9066 8.9855 0.04 0.01 -0.05
H 10.5499 -0.5640 -4.2036 0.00 0.00 -0.02
H -9.0017 -2.8242 0.9045 0.05 0.04 -0.02
C 8.6477 5.5142 -13.1572 0.04 -0.06 -0.06
O -14.9734 3.5512 9.9043 0.05 0.08 -0.04
P 7.8363 6.0634 -10.7794 0.01 -0.04 0.04
O -5.3501 -4.1090 0.1634 -0.07 -0.04 -0.02
H -15.4801 -0.0015 7.9575 -0.09 0.04 -0.02
H 6.0434 7.3745 -8.3828 0.01 0.02 -0.03
O 2.4617 -1.0987 -0.5047 -0.09 -0.03 0.02
H 10.4203 7.5740 -9.0421 0.00 0.01 -0.04
O 11.4150 1.1983 -1.9374 -0.13 0.04 -0.01
H 4.3962 2.0330 1.6199 -0.02 -0.03 0.01
O 11.9752 -0.2205 -0.0557 -0.02 0.04 0.03
P -15.9038 3.3365 8.7928 -0.05 0.06 0.11
O 8.0343 4.7058 -10.2641 -0.01 -0.04 0.13

30
Properties=species:S:1:pos:R:3:forces:R:3 method="wB97M-V/def2-TZVPD" charge=0 e_lumo_ha=0.0125 e_tot_ev=-27604.1096 gap_ev=4.8 spin_multiplicity=1
H 1.4602 1.8652 -3.1287 -0.12 -0.01 0.47
H -2.3368 -0.8001 -0.6872 0.27 -0.10 -0.13
H 2.1903 -0.2475 -1.5868 -0.03 0.22 0.02
H -0.8159 -0.1765 -1.3802 0.03 -0.26 0.26
C -1.2761 -1.0324 -0.8752 -0.14 0.13 -0.39
P -1.3505 2.5084 -0.1756 -1.04 0.42 -1.19
H -2.5310 2.2787 0.6118 0.17 0.34 -0.50
C 2.1735 0.7915 -1.2707 2.38 0.76 -1.29
C 2.1737 3.0909 -1.4382 0.25 0.51 1.27
H -0.6237 -1.7518 3.1313 0.09 -0.13 -0.23
H -2.1340 -3.5540 -0.2394 -0.12 0.03 0.36
H 3.1651 3.4505 0.5460 -0.18 -0.18 -0.11
H 3.7517 0.7866 0.3855 -0.85 0.01 0.37
H -1.7256 2.1672 -1.5272 -0.67 0.60 0.28
C 2.7346 2.7492 -0.1615 2.40 -0.66 -1.71
N -1.0952 -2.3504 1.1537 -0.73 -0.24 -0.01
C -0.5940 -1.3690 0.4122 2.55 0.81 1.28
C -2.2827 -3.0979 0.7514 -0.05 0.16 -0.19
O 0.4540 -0.7769 0.8741 -2.46 -2.59 -1.53
C 1.8626 1.9298 -2.1153 -0.65 -1.30 0.19
H -1.2274 -1.8922 -1.5610 -0.09 0.25 0.20
H -3.1732 -2.4492 0.7059 0.24 -0.29 0.08
H 0.5439 -2.8661 2.3775 -0.15 0.10 0.01
H -2.4370 -3.8761 1.5001 -0.15 0.06 -0.32
In 0.9047 1.3255 0.5475 -1.56 1.01 4.27
C -0.5165 -2.6126 2.4608 0.05 -0.11 0.26
H -1.2361 3.9378 -0.2308 -0.40 -0.55 -0.01
H 2.0398 4.1132 -1.7954 -0.15 -0.38 0.16
H -1.0666 -3.4563 2.8728 0.19 0.03 0.16
C 2.9681 1.3143 -0.1574 0.87 1.38 -2.03

57
Properties=species:S:1:pos:R:3:forces:R:3 method="wB97M-V/def2-TZVPD" s_squared=0.79 charge=+2 e_lumo_ha="-0.2846 / -0.3950" e_tot_ev=-138820.2668 gap_ev="6.1 / 3.0" spin_multiplicity=2
N -2.1441 3.2887 -5.1881 0.02 -0.04 -0.03
C -2.4233 -1.5973 0.2988 -0.02 -0.03 0.04
H -2.0009 4.5539 1.6541 0.00 0.00 0.00
H -1.4209 -0.4187 4.1415 0.00 0.00 0.00
C 1.8277 0.5827 3.9444 0.02 0.05 0.02
C 0.1548 -0.6192 -3.0900 -0.01 0.00 0.07
H -0.8846 2.3511 1.9399 0.00 0.00 0.01
C 1.6417 -1.8332 3.8655 0.01 0.01 -0.06
C -1.7980 2.8939 -4.0054 0.00 0.02 -0.01
H 2.1438 2.6666 3.4802 0.00 0.00 0.00
C -1.1277 1.6317 -3.7323 0.00 0.01 0.06
C -0.7904 1.3207 -2.4078 0.01 0.01 0.00
F 5.1311 -3.1401 -1.0121 0.01 0.08 -0.02
F 2.9745 -1.4694 -1.3357 0.04 0.18 -0.17
C -1.7809 3.9405 0.7923 0.00 0.02 0.04
C 2.6684 1.8298 3.9429 0.01 0.00 0.07
H 3.4919 -0.7555 3.7509 0.01 -0.02 0.06
N -1.2126 -2.0684 0.7443 -0.05 0.04 -0.13
C 0.3636 -2.9444 -2.7112 0.02 0.22 -0.08
C 0.2579 -1.7443 3.9538 -0.02 -0.02 0.01
H 2.1243 -2.7996 3.7999 0.00 -0.01 0.00
C -1.7896 3.4873 -1.5530 0.02 -0.04 0.01
O -0.1972 -3.9208 -2.7862 0.07 -0.13 0.08
N -0.1520 0.1956 -2.1022 0.01 0.02 0.00
Se -2.9112 4.9013 -4.9839 -0.01 0.03 0.04
C -2.1046 4.3415 -0.4771 -0.01 0.02 -0.03
F 3.6422 -2.1526 1.0950 0.04 0.01 -0.02
C 2.4165 -0.6769 3.8544 0.03 0.03 -0.07
S -2.7679 -4.0727 0.5747 -0.01 -0.01 0.01
C -0.1335 -0.4221 -4.4293 0.00 0.00 -0.02
H -0.3469 -2.6414 3.9746 0.00 0.00 0.00
H 2.9129 2.1265 4.9646 0.00 0.00 0.00
F 2.7492 -3.8840 -2.1031 -0.06 -0.06 -0.07
H -2.5466 -0.5389 0.1191 0.01 0.00 -0.01
H 0.1732 -1.1340 -5.1828 0.00 0.00 0.00
H -1.0538 0.9766 -5.7778 0.00 0.00 0.00
C -1.1550 2.7037 0.9502 0.04 -0.07 0.00
H -4.4081 -2.4116 -0.1740 0.00 0.00 0.00
H 1.8527 -1.6918 -2.1664 0.06 0.15 0.11
H 3.6086 1.6747 3.4154 0.00 0.00 0.00
F 1.4802 -3.0744 -0.0463 0.04 0.00 0.00
H -0.4210 -3.9459 1.2642 -0.01 0.00 -0.01
F 3.4768 -4.8166 0.4424 0.01 -0.03 -0.07
N 0.9021 -1.7992 -2.6954 -0.06 -0.24 0.04
C -3.3875 -2.5405 0.1456 -0.01 0.00 0.00
N -0.8441 1.8777 -0.0550 -0.04 0.02 -0.19
C -1.1442 2.2501 -1.2877 0.00 -0.02 0.05
C 0.4364 0.6555 4.0487 0.02 0.00 -0.04
C -2.1161 3.8251 -2.8896 0.01 -0.02 -0.01
C -0.3448 -0.4939 4.0464 0.00 0.00 0.00
N -2.7172 4.9474 -3.2493 -0.01 0.02 -0.04
C -0.8005 0.7432 -4.7520 -0.01 0.02 -0.04
Sb 3.3731 -3.1950 -0.4469 -0.19 -0.17 0.24
H -2.5936 5.2867 -0.6727 0.00 0.00 0.00
C -1.2636 -3.3604 0.9262 0.03 0.01 0.02
H -0.0340 1.6269 4.1628 0.00 0.00 0.01
Tl 1.0128 -0.5164 1.0205 0.02 -0.06 0.12

12
Properties=species:S:1:pos:R:3:forces:R:3 method="wB97M-V/def2-TZVPD" charge=0 e_lumo_ha=-0.0005 e_tot_ev=-7324.9761 gap_ev=8.7 spin_multiplicity=1
H -1.0767 -1.2740 0.9401 -0.01 0.07 -0.05
C -1.0217 -0.2768 0.5008 -0.24 0.00 0.03
C -2.0244 -0.0188 -0.5989 -0.11 0.00 0.00
C 3.5429 0.5571 -0.0377 -0.44 -0.30 0.07
H -3.0096 0.1840 -0.1753 0.05 -0.05 0.00
H 4.4525 1.0927 -0.1995 -0.12 -0.15 0.00
H -1.7153 0.8570 -1.1739 -0.07 -0.06 0.05
H -1.1038 0.4671 1.2967 -0.07 -0.10 -0.05
C 2.4969 -0.0274 0.1419 0.53 0.23 -0.04
C 1.2783 -0.5979 0.6411 -0.03 0.34 -0.28
O 0.2953 -0.0943 -0.0597 0.43 -0.02 0.29
H -2.1144 -0.8687 -1.2755 0.07 0.04 -0.01